P:
240
Properties=species:S:1:pos:R:3:lowdin_charge:R:1 method="wB97M-V/def2-TZVPD" orbital_gap_ev=8.74 smiles=CC1(C)CCCC(C)(C)N1O.CC1(C)CCCC(C)(C)N1O.CC1(C)CCCC(C)(C)N1O.CC1(C)CCCC(C)(C)N1O.CC1(C)CCCC(C)(C)N1O.CC1(C)CCCC(C)(C)N1O.CC1(C)CCCC(C)(C)N1O.CC1(C)CCCC(C)(C)N1O homo_ha=-0.3071
C 25.647 17.598 18.422 -0.017
C 25.339 16.119 18.702 -0.551
C 25.284 15.189 17.452 -0.116
C 26.655 14.678 16.965 -0.166
C 27.403 14.077 18.126 -0.152
C 27.489 14.968 19.368 -0.518
N 26.133 15.473 19.686 -0.131
O 26.043 16.104 20.907 -0.003
C 27.902 14.041 20.550 -0.033
C 28.513 16.098 19.247 -0.025
C 23.893 16.152 19.149 -0.061
H 26.359 17.619 17.621 0.064
H 26.163 18.109 19.202 0.068
H 24.742 18.101 18.061 0.095
H 24.828 14.303 17.853 0.097
H 24.610 15.729 16.740 0.137
H 27.189 15.558 16.662 0.095
H 26.586 14.073 16.094 0.084
H 28.483 13.775 17.950 0.142
H 26.885 13.138 18.430 0.120
H 27.860 14.706 21.437 0.083
H 27.146 13.244 20.660 0.092
H 28.888 13.614 20.517 0.074
H 28.249 16.691 18.346 0.077
H 28.511 16.689 20.191 0.091
H 29.545 15.670 19.147 0.099
H 23.778 16.927 19.965 0.106
H 23.543 15.158 19.493 0.096
H 23.244 16.349 18.284 0.076
H 26.331 17.007 20.721 0.079
C 17.899 4.731 12.035 -0.029
C 19.117 4.705 12.934 -0.537
C 19.929 5.999 12.681 -0.116
C 21.002 6.240 13.784 -0.155
C 20.265 6.236 15.135 -0.149
C 19.477 4.967 15.441 -0.537
N 18.621 4.800 14.311 -0.071
O 17.714 3.667 14.546 -0.032
C 20.441 3.835 15.785 -0.024
C 18.583 5.325 16.713 -0.015
C 20.025 3.546 12.585 -0.024
H 17.346 5.656 11.963 0.063
H 17.200 3.846 12.273 0.115
H 18.301 4.594 11.033 0.079
H 20.358 5.849 11.677 0.117
H 19.261 6.833 12.840 0.097
H 21.513 7.190 13.550 0.094
H 21.776 5.475 13.827 0.091
H 19.637 7.103 15.065 0.095
H 20.981 6.356 15.971 0.129
H 19.939 2.907 15.439 0.092
H 21.287 3.787 15.122 0.051
H 20.786 3.840 16.847 0.101
H 17.897 6.141 16.468 0.072
H 18.009 4.492 17.139 0.078
H 19.346 5.691 17.447 0.087
H 20.156 3.724 11.523 0.080
H 19.618 2.546 12.718 0.096
H 21.007 3.613 13.001 0.062
H 16.887 4.095 14.759 0.090
C 17.755 17.863 14.613 -0.031
C 18.493 16.547 14.712 -0.448
C 17.950 15.442 13.828 -0.163
C 18.291 15.516 12.419 -0.186
C 19.796 15.614 12.275 -0.123
C 20.312 16.858 12.990 -0.523
N 19.971 16.711 14.386 -0.091
O 20.484 17.848 15.049 -0.057
C 21.881 16.816 13.076 -0.028
C 19.954 18.143 12.286 -0.023
C 18.440 16.040 16.195 -0.018
H 18.445 18.706 14.802 0.097
H 16.920 17.988 15.287 0.083
H 17.300 17.995 13.665 0.061
H 18.357 14.477 14.081 0.085
H 16.885 15.415 13.943 0.127
H 17.869 16.409 11.971 0.115
H 17.932 14.726 11.792 0.115
H 19.984 15.660 11.248 0.095
H 20.334 14.751 12.648 0.119
H 22.352 17.723 13.505 0.080
H 22.131 15.965 13.719 0.067
H 22.331 16.799 12.071 0.087
H 20.656 18.949 12.514 0.090
H 20.021 17.920 11.222 0.091
H 18.953 18.499 12.436 0.058
H 17.412 15.699 16.273 0.086
H 18.600 16.852 16.872 0.075
H 19.094 15.278 16.508 0.032
H 20.613 17.687 16.020 0.127
C 28.415 9.168 15.633 -0.026
C 27.263 9.845 14.890 -0.483
C 27.780 10.342 13.511 -0.146
C 27.917 9.204 12.494 -0.169
C 26.542 8.607 12.263 -0.119
C 26.008 7.979 13.590 -0.511
N 26.095 8.986 14.633 -0.073
O 25.656 8.453 15.901 -0.021
C 24.557 7.536 13.483 -0.048
C 26.868 6.710 13.910 -0.019
C 26.835 11.078 15.788 -0.031
H 29.026 9.989 16.017 0.084
H 29.086 8.679 14.932 0.071
H 27.969 8.505 16.376 0.088
H 27.122 11.177 13.159 0.128
H 28.673 10.888 13.765 0.109
H 28.561 8.426 12.955 0.095
H 28.434 9.790 11.721 0.119
H 26.547 7.847 11.497 0.116
H 25.769 9.385 11.992 0.118
H 24.325 7.028 12.542 0.084
H 24.280 6.804 14.266 0.090
H 23.891 8.434 13.486 0.078
H 26.402 5.829 13.430 0.089
H 27.932 6.773 13.736 0.062
H 26.725 6.531 14.980 0.078
H 27.678 11.797 15.966 0.093
H 26.631 10.771 16.778 0.060
H 25.957 11.604 15.462 0.035
H 24.883 8.938 16.134 0.045
C 22.956 12.771 9.527 -0.025
C 21.724 12.011 8.890 -0.494
C 22.196 11.558 7.512 -0.158
C 23.112 10.325 7.629 -0.186
C 22.486 9.147 8.408 -0.115
C 21.962 9.651 9.809 -0.475
N 21.151 10.881 9.587 -0.081
O 20.686 11.342 10.865 -0.057
C 21.060 8.524 10.429 -0.031
C 23.185 9.912 10.747 -0.027
C 20.543 13.079 8.724 -0.017
H 22.952 13.808 9.155 0.088
H 23.936 12.404 9.317 0.052
H 22.806 12.759 10.603 0.062
H 21.360 11.229 6.845 0.129
H 22.626 12.431 7.019 0.119
H 24.103 10.685 7.999 0.107
H 23.332 10.082 6.571 0.107
H 23.126 8.256 8.655 0.125
H 21.615 8.737 7.837 0.123
H 20.139 8.297 9.860 0.090
H 21.772 7.672 10.695 0.096
H 20.597 8.965 11.383 0.088
H 23.850 10.671 10.417 0.055
H 22.829 10.194 11.742 0.049
H 23.647 8.930 10.927 0.076
H 20.785 13.885 8.053 0.069
H 20.356 13.556 9.674 0.049
H 19.655 12.498 8.444 0.088
H 21.415 11.138 11.515 0.067
C 15.742 12.097 15.985 -0.039
C 14.998 11.099 15.077 -0.476
C 14.476 11.904 13.755 -0.108
C 13.999 10.941 12.694 -0.170
C 15.140 9.921 12.411 -0.125
C 15.562 9.105 13.626 -0.506
N 15.981 10.110 14.665 -0.066
O 16.354 9.332 15.811 -0.029
C 14.536 8.052 14.021 -0.016
C 16.867 8.421 13.236 -0.041
C 13.751 10.673 15.838 -0.036
H 16.668 12.434 15.544 0.054
H 16.015 11.714 16.978 0.059
H 15.141 12.957 16.238 0.088
H 13.717 12.653 14.057 0.124
H 15.380 12.393 13.385 0.107
H 13.658 11.452 11.805 0.102
H 13.083 10.418 13.010 0.109
H 16.054 10.422 12.157 0.107
H 14.917 9.299 11.550 0.120
H 14.940 7.395 14.803 0.087
H 13.647 8.398 14.445 0.029
H 14.248 7.483 13.078 0.118
H 16.666 7.931 12.301 0.072
H 17.552 9.201 12.924 0.065
H 17.324 7.708 13.915 0.074
H 12.972 10.001 15.382 0.091
H 13.245 11.506 16.238 0.066
H 14.125 10.147 16.716 0.059
H 17.057 9.869 16.199 0.053
C 17.601 13.125 21.362 -0.016
C 17.668 12.753 19.860 -0.498
C 18.855 11.980 19.367 -0.184
C 19.070 10.611 19.900 -0.161
C 17.817 9.750 19.683 -0.135
C 16.532 10.412 20.059 -0.486
N 16.516 11.855 19.563 -0.093
O 15.314 12.466 20.023 -0.055
C 15.318 9.754 19.285 -0.017
C 16.166 10.224 21.519 -0.052
C 17.566 13.994 18.926 -0.030
H 17.916 12.288 22.023 0.076
H 16.581 13.363 21.636 0.071
H 18.239 13.967 21.676 0.087
H 18.657 11.868 18.301 0.091
H 19.702 12.668 19.525 0.134
H 19.291 10.704 20.990 0.120
H 19.923 10.103 19.358 0.125
H 17.839 8.848 20.286 0.126
H 17.725 9.509 18.630 0.106
H 14.421 10.114 19.738 0.072
H 15.390 10.026 18.253 0.034
H 15.381 8.680 19.433 0.095
H 15.705 11.172 21.929 0.093
H 15.499 9.408 21.791 0.084
H 17.033 10.197 22.194 0.076
H 16.867 14.819 19.279 0.107
H 17.245 13.670 17.929 0.061
H 18.553 14.476 18.877 0.079
H 14.657 12.180 19.343 0.112
C 19.835 10.545 16.102 -0.002
C 20.113 11.638 15.093 -0.457
C 20.126 12.968 15.792 -0.139
C 21.418 13.384 16.473 -0.168
C 22.636 13.174 15.615 -0.151
C 22.705 11.818 14.946 -0.501
N 21.406 11.537 14.368 -0.017
O 21.556 10.183 13.929 -0.046
C 23.763 11.914 13.826 0.011
C 23.134 10.940 16.136 -0.003
C 18.930 11.660 14.056 0.004
H 19.994 9.606 15.605 0.073
H 18.774 10.578 16.453 0.082
H 20.535 10.608 16.924 0.073
H 19.885 13.786 15.068 0.107
H 19.378 13.005 16.565 0.093
H 21.514 13.007 17.501 0.108
H 21.365 14.459 16.673 0.107
H 23.502 13.289 16.238 0.095
H 22.616 13.980 14.899 0.113
H 23.260 12.388 13.036 0.069
H 24.517 12.538 14.188 0.055
H 24.157 10.927 13.654 0.066
H 23.015 9.834 15.965 0.092
H 24.196 11.197 16.440 0.098
H 22.515 11.206 16.987 0.067
H 18.819 10.748 13.443 0.077
H 18.896 12.491 13.342 0.077
H 17.986 11.806 14.545 0.032
H 21.853 9.677 14.659 0.028


Q:
240
Properties=species:S:1:pos:R:3:lowdin_charge:R:1 method="wB97M-V/def2-TZVPD" orbital_gap_ev=8.28 smiles=CC1(C)CCCC(C)(C)N1O.CC1(C)CCCC(C)(C)N1O.CC1(C)CCCC(C)(C)N1O.CC1(C)CCCC(C)(C)N1O.CC1(C)CCCC(C)(C)N1O.CC1(C)CCCC(C)(C)N1O.CC1(C)CCCC(C)(C)N1O.CC1(C)CCCC(C)(C)N1O homo_ha=-0.2886
C 0.621 7.153 8.615 -0.049
C 0.035 6.862 7.246 -0.514
C 1.176 6.535 6.250 -0.127
C 0.683 5.922 4.931 -0.172
C -0.184 4.734 5.276 -0.160
C -1.392 5.010 6.154 -0.517
N -0.934 5.748 7.352 -0.122
O -1.954 5.929 8.312 -0.010
C -2.427 5.779 5.327 -0.025
C -1.983 3.684 6.627 -0.030
C -0.701 8.139 6.813 -0.035
H 0.985 6.227 9.070 0.088
H -0.078 7.613 9.312 0.084
H 1.477 7.809 8.445 0.087
H 1.699 7.463 6.007 0.120
H 1.888 5.910 6.795 0.118
H 1.524 5.592 4.322 0.107
H 0.128 6.704 4.409 0.100
H 0.482 4.061 5.836 0.128
H -0.450 4.164 4.382 0.105
H -3.154 5.147 4.813 0.083
H -3.047 6.356 6.021 0.085
H -1.984 6.457 4.600 0.068
H -1.970 2.936 5.836 0.080
H -1.433 3.366 7.514 0.086
H -3.008 3.832 6.972 0.082
H -0.922 8.217 5.750 0.073
H -0.204 9.004 7.255 0.082
H -1.674 8.159 7.317 0.081
H -1.612 5.375 9.021 0.105
C 2.431 -0.727 -3.403 -0.028
C 3.936 -0.853 -3.460 -0.481
C 4.364 -1.258 -4.886 -0.148
C 4.341 -0.116 -5.879 -0.160
C 5.282 0.994 -5.386 -0.146
C 4.915 1.500 -3.982 -0.480
N 4.664 0.361 -3.089 -0.109
O 4.535 0.727 -1.743 -0.011
C 6.152 2.268 -3.429 -0.033
C 3.758 2.511 -4.081 -0.020
C 4.380 -2.008 -2.560 -0.020
H 2.117 -0.045 -4.203 0.090
H 2.106 -0.294 -2.456 0.088
H 1.834 -1.598 -3.684 0.007
H 5.345 -1.737 -4.874 0.136
H 3.632 -1.979 -5.266 0.058
H 3.343 0.318 -5.956 0.108
H 4.736 -0.421 -6.849 0.116
H 5.111 1.808 -6.103 0.113
H 6.346 0.837 -5.570 0.117
H 6.776 2.588 -4.273 0.079
H 5.887 3.226 -2.980 0.056
H 6.884 1.742 -2.816 0.086
H 3.668 3.069 -3.151 0.078
H 4.043 3.202 -4.876 0.086
H 2.833 2.014 -4.365 0.066
H 4.260 -2.981 -3.037 0.059
H 3.846 -1.955 -1.608 0.085
H 5.444 -1.965 -2.306 0.096
H 5.367 0.444 -1.343 0.103
C -2.557 -9.692 1.143 -0.043
C -3.262 -8.381 1.379 -0.521
C -4.178 -8.476 2.629 -0.132
C -4.532 -7.098 3.213 -0.169
C -3.266 -6.312 3.539 -0.137
C -2.461 -6.051 2.245 -0.499
N -2.283 -7.313 1.513 -0.108
O -1.548 -7.133 0.323 -0.010
C -3.156 -4.914 1.495 -0.021
C -1.048 -5.662 2.703 -0.039
C -4.212 -8.121 0.192 -0.041
H -1.743 -9.725 1.878 0.090
H -2.075 -9.766 0.169 0.080
H -3.136 -10.595 1.341 0.087
H -5.058 -9.052 2.342 0.113
H -3.712 -9.101 3.398 0.116
H -5.163 -7.280 4.083 0.111
H -5.064 -6.581 2.411 0.101
H -2.705 -6.938 4.240 0.119
H -3.514 -5.371 4.025 0.117
H -2.407 -4.442 0.851 0.073
H -3.907 -5.309 0.812 0.063
H -3.583 -4.153 2.143 0.088
H -0.534 -6.440 3.264 0.089
H -0.415 -5.483 1.826 0.069
H -1.022 -4.702 3.225 0.078
H -3.784 -8.206 -0.810 0.079
H -4.774 -7.188 0.244 0.066
H -4.968 -8.915 0.136 0.082
H -0.626 -7.222 0.590 0.098
C -5.804 2.387 -3.673 -0.034
C -4.749 2.954 -2.716 -0.497
C -4.790 2.008 -1.496 -0.152
C -3.623 2.103 -0.523 -0.157
C -2.325 2.005 -1.360 -0.140
C -2.194 3.000 -2.492 -0.501
N -3.418 2.953 -3.294 -0.104
O -3.385 3.744 -4.454 -0.010
C -1.896 4.419 -1.934 -0.018
C -0.984 2.610 -3.336 -0.031
C -5.226 4.359 -2.263 -0.019
H -5.396 1.561 -4.259 0.082
H -6.229 3.124 -4.357 0.082
H -6.638 2.002 -3.085 0.075
H -5.735 2.139 -0.961 0.105
H -4.842 0.943 -1.751 0.092
H -3.620 1.246 0.156 0.087
H -3.645 2.989 0.118 0.108
H -2.399 0.970 -1.706 0.085
H -1.512 2.098 -0.636 0.109
H -2.382 4.612 -0.980 0.070
H -0.821 4.583 -1.822 0.074
H -2.108 5.160 -2.710 0.086
H -0.015 2.765 -2.870 0.080
H -1.044 1.541 -3.574 0.082
H -1.032 3.105 -4.308 0.080
H -6.269 4.289 -1.952 0.084
H -5.101 5.102 -3.049 0.082
H -4.655 4.701 -1.397 0.068
H -3.319 3.121 -5.185 0.108
C 7.653 4.999 -0.845 -0.033
C 6.700 4.804 0.344 -0.499
C 6.539 3.297 0.563 -0.141
C 5.829 2.874 1.840 -0.164
C 6.632 3.493 3.008 -0.135
C 6.924 5.019 2.865 -0.506
N 7.384 5.319 1.531 -0.117
O 7.784 6.660 1.430 -0.006
C 5.610 5.728 3.344 -0.036
C 7.979 5.317 3.921 -0.050
C 5.358 5.493 0.093 -0.013
H 8.674 4.627 -0.753 0.090
H 7.770 6.014 -1.228 0.083
H 7.246 4.424 -1.684 0.060
H 5.913 2.901 -0.246 0.107
H 7.523 2.829 0.499 0.127
H 5.831 1.794 1.970 0.113
H 4.828 3.300 1.937 0.090
H 7.617 3.018 3.017 0.116
H 6.117 3.305 3.950 0.115
H 4.771 5.505 2.682 0.062
H 5.294 5.322 4.307 0.078
H 5.666 6.808 3.501 0.080
H 8.951 4.834 3.807 0.088
H 8.246 6.381 3.891 0.078
H 7.626 5.224 4.949 0.086
H 5.251 6.446 0.616 0.073
H 4.455 4.910 0.258 0.081
H 5.396 5.831 -0.948 0.081
H 6.982 7.205 1.551 0.093
C 1.679 2.383 1.485 -0.027
C 0.970 1.171 2.106 -0.490
C -0.481 1.632 2.378 -0.134
C -1.388 0.452 2.676 -0.167
C -1.349 -0.504 1.479 -0.134
C 0.040 -0.966 1.019 -0.454
N 1.041 0.104 1.083 -0.113
O 2.321 -0.352 0.802 -0.008
C 0.448 -2.234 1.820 -0.012
C -0.163 -1.361 -0.467 -0.022
C 1.595 0.775 3.453 -0.022
H 1.558 3.271 2.102 0.081
H 1.293 2.563 0.481 0.082
H 2.717 2.076 1.329 0.070
H -0.434 2.254 3.274 0.097
H -0.881 2.234 1.559 0.110
H -2.401 0.749 2.960 0.112
H -1.063 -0.108 3.558 0.105
H -1.892 -0.061 0.641 0.082
H -1.986 -1.333 1.799 0.114
H -0.401 -2.838 2.140 0.056
H 1.305 -2.814 1.478 0.085
H 0.843 -1.910 2.795 0.078
H 0.795 -1.553 -0.960 0.064
H -0.606 -2.362 -0.467 0.065
H -0.745 -0.632 -1.023 0.069
H 0.956 0.193 4.116 0.071
H 2.051 1.596 4.005 0.081
H 2.400 0.075 3.202 0.080
H 2.507 -0.058 -0.100 0.083
C -6.728 -0.369 0.453 -0.020
C -6.534 -1.562 -0.507 -0.515
C -7.382 -1.303 -1.744 -0.140
C -7.108 -2.303 -2.889 -0.146
C -5.612 -2.151 -3.269 -0.114
C -4.620 -2.276 -2.100 -0.481
N -5.116 -1.599 -0.883 -0.092
O -4.301 -1.860 0.247 -0.020
C -4.279 -3.779 -1.867 -0.016
C -3.298 -1.611 -2.386 -0.043
C -7.019 -2.850 0.182 -0.021
H -6.013 -0.260 1.271 0.081
H -7.645 -0.551 1.021 0.086
H -6.831 0.564 -0.095 0.061
H -8.435 -1.120 -1.528 0.125
H -7.019 -0.338 -2.125 0.100
H -7.682 -2.009 -3.764 0.110
H -7.285 -3.315 -2.528 0.104
H -5.489 -1.208 -3.805 0.112
H -5.414 -2.998 -3.928 0.116
H -5.146 -4.376 -1.588 0.073
H -3.773 -4.113 -2.771 0.073
H -3.576 -3.847 -1.037 0.056
H -3.378 -0.519 -2.363 0.063
H -2.502 -1.860 -1.680 0.055
H -2.840 -1.849 -3.352 0.094
H -6.468 -2.941 1.122 0.081
H -6.653 -3.707 -0.388 0.059
H -8.095 -2.938 0.307 0.089
H -4.070 -0.965 0.525 0.070
C 1.904 -6.828 -5.980 -0.020
C 2.213 -5.769 -4.897 -0.497
C 2.513 -4.445 -5.587 -0.114
C 2.312 -3.192 -4.708 -0.202
C 0.891 -3.192 -4.064 -0.109
C 0.519 -4.477 -3.326 -0.483
N 1.011 -5.642 -4.061 -0.116
O 0.635 -6.861 -3.453 -0.011
C 1.060 -4.477 -1.873 0.002
C -1.005 -4.476 -3.295 -0.039
C 3.423 -6.047 -4.004 -0.029
H 1.845 -7.836 -5.577 0.078
H 2.522 -6.664 -6.862 0.082
H 0.895 -6.619 -6.347 0.085
H 3.550 -4.328 -5.913 0.123
H 1.933 -4.347 -6.511 0.122
H 2.240 -2.294 -5.322 0.106
H 3.095 -3.145 -3.954 0.060
H 0.164 -2.965 -4.841 0.133
H 0.989 -2.376 -3.343 0.076
H 0.997 -5.488 -1.467 0.078
H 2.080 -4.116 -1.743 0.078
H 0.400 -3.888 -1.229 0.051
H -1.465 -4.576 -4.280 0.097
H -1.382 -5.352 -2.752 0.084
H -1.375 -3.602 -2.764 0.060
H 4.299 -6.376 -4.577 0.086
H 3.250 -6.980 -3.446 0.083
H 3.758 -5.360 -3.231 0.072
H -0.307 -6.919 -3.652 0.096


Energies relative to the minimum, kJ/mol: P 0.0; Q 55.9